1.
This record from OMol25 describes C23H55N3O2P4Ru as an isolated structure in a non-equilibrium geometry. The level of theory is ωB97M-V/def2-TZVPD.

Last column: Löwdin charge in e.
CARTESIAN COORDINATES (ANGSTROEM)
Ru 1.531360 -0.440608 -0.819228  0.506
P 1.435939 0.863407 -2.651984  0.713
P -0.290180 -1.698302 -1.120175  0.716
P 1.817301 1.047990 0.830090  0.718
H 1.835249 -3.780528 -0.596708  0.076
C 2.595779 -3.047291 -0.311830  0.049
C 2.362690 -2.103936 0.696208  -0.187
H 1.448116 -2.151379 1.302880  0.060
C 2.298547 -0.201651 -3.856808  -0.223
C -0.105258 1.365349 -3.465498  -0.224
C 2.437941 2.386856 -2.614546  -0.214
C -0.747257 -2.968920 0.103502  -0.205
C -1.847419 -0.785163 -1.306053  -0.226
C -0.094207 -2.598608 -2.706943  -0.217
C 1.393512 0.503267 2.504925  -0.225
C 0.746855 2.489839 0.557081  -0.225
C 3.512874 1.685536 0.990668  -0.204
H 3.614317 -3.158719 -0.688767  0.081
H 3.219433 -1.605031 1.183169  0.055
H 3.270032 0.261881 -4.066496  0.054
H 1.697353 -0.291109 -4.767243  0.076
H 2.475134 -1.203918 -3.444490  0.027
H 0.144006 1.986057 -4.339262  0.086
H -0.714239 1.950483 -2.763317  0.039
H -0.667003 0.481577 -3.793816  0.049
H 2.718816 2.642205 -3.645699  0.081
H 3.346775 2.218334 -2.022674  0.036
H 1.872743 3.218828 -2.175611  0.055
H -1.480909 -3.652927 -0.347506  0.085
H -1.198517 -2.483052 0.981940  0.049
H 0.137809 -3.537649 0.405302  0.031
H -2.602548 -1.445424 -1.749929  0.085
H -1.706339 0.086427 -1.954634  0.014
H -2.187286 -0.460726 -0.315349  0.006
H -0.812320 -3.429596 -2.729153  0.075
H 0.927937 -2.994959 -2.782274  0.039
H -0.296178 -1.925042 -3.551783  0.053
H 1.642471 1.300123 3.219410  0.078
H 1.954626 -0.403099 2.759861  0.047
H 0.312951 0.300081 2.539074  0.013
H 1.044193 3.314322 1.218858  0.085
H -0.271112 2.163844 0.799919  0.005
H 0.786872 2.829377 -0.484489  0.022
H 3.571794 2.254684 1.926724  0.076
H 3.755424 2.332053 0.140770  0.052
H 4.247847 0.871032 1.030171  0.031
C 5.142384 -0.947765 -1.424258  -0.265
C 5.763901 -1.240927 -2.647428  0.123
C 7.043824 -1.781330 -2.626234  0.083
C 7.686914 -2.033855 -1.404689  0.031
C 7.041127 -1.750992 -0.198362  0.074
C 5.733127 -1.268057 -0.190020  0.086
O 3.947771 -0.264011 -1.462535  -0.128
H 3.143205 -0.789989 -0.951392  -0.021
H 5.203879 -1.032197 -3.561370  0.147
H 7.523657 -2.022206 -3.571264  0.158
H 8.689656 -2.458031 -1.391693  0.148
H 7.525210 -1.932963 0.758232  0.156
H 5.155828 -1.114085 0.727042  0.123
C -2.612557 3.888840 1.278603  -0.070
N -3.210659 2.593598 0.934990  -0.307
C -3.221264 2.390794 -0.516709  -0.086
P -2.890817 1.253963 1.901161  0.556
O -1.593049 0.536188 1.765945  -0.306
N -3.085874 1.949579 3.403759  -0.186
C -2.393088 1.383109 4.561144  -0.015
C -4.369868 2.553871 3.752580  -0.032
N -4.109976 0.209253 1.442540  -0.215
C -4.032355 -1.179742 1.907428  -0.046
C -5.463534 0.673143 1.156704  -0.048
H -3.258574 4.673482 0.861541  0.114
H -1.608620 4.000329 0.836706  0.080
H -2.548791 4.012250 2.364375  0.087
H -2.194086 2.331022 -0.921659  0.068
H -3.772847 1.484218 -0.790415  0.080
H -3.715146 3.264048 -0.967250  0.116
H -2.445170 2.124644 5.369046  0.121
H -2.873783 0.455084 4.911919  0.129
H -1.341263 1.184343 4.326139  0.089
H -4.195070 3.185664 4.633203  0.123
H -4.759126 3.180634 2.942840  0.103
H -5.118529 1.791908 4.023934  0.124
H -4.543689 -1.317208 2.875980  0.119
H -4.511012 -1.839461 1.168114  0.117
H -2.982117 -1.484447 2.016994  0.067
H -5.446098 1.716585 0.822005  0.090
H -5.885858 0.053757 0.351210  0.123
H -6.119479 0.584099 2.037648  0.116

Atoms 1-2, force components in eV/Å:
Ru -1.9 -0.9 -0.3
P -0.1 0.7 -0.8

## Properties
<S²>: 6.045
Total charge: +4
LUMO energy (alpha / beta) (eV): -11.63 / -14.98
2S+1: 5
Energy above the lowest of the compared OMol25 structures with the same formula, charge and spin (kJ/mol): 0.0
DFT total energy (Ha): -2682.8661
Gap between HOMO and LUMO (alpha / beta) (eV): 6.6 / 4.3

***

2.
This record from OMol25 describes C3H4ErO3 as an isolated structure in a non-equilibrium geometry. The level of theory is ωB97M-V/def2-TZVPD.

Last column: Löwdin charge in e.
CARTESIAN COORDINATES (ANGSTROEM)
O 2.489744 0.330005 0.240253  -0.045
C 2.259185 -0.849844 0.426976  -0.346
O 2.658750 -1.953345 0.383911  0.283
C -1.205809 0.953816 -0.631828  -0.292
C -1.007171 -0.380313 0.098935  -0.392
O 0.140744 -0.312711 0.989451  -0.416
Er 0.663894 1.816666 0.518703  1.898
H -1.105748 0.855822 -1.724012  0.039
H -2.186689 1.403202 -0.413345  0.038
H -0.825371 -1.212814 -0.605683  0.119
H -1.881532 -0.650483 0.716642  0.115

Atoms 1-2, force components in eV/Å:
O -1.2 0.4 0.4
C 2.9 -1.7 -1.2

## Properties
<S²>: 3.754
Total charge: +1
LUMO energy (alpha / beta) (eV): -5.88 / -5.78
2S+1: 4
Energy above the lowest of the compared OMol25 structures with the same formula, charge and spin (kJ/mol): 0.0
DFT total energy (Ha): -1357.1772
Gap between HOMO and LUMO (alpha / beta) (eV): 7.5 / 7.5